The following is a DFT calculation (ωB97M-V with the def2-TZVPD basis set) of the ion C4H8NO2 with charge -1 in a non-equilibrium geometry.

```
! wB97M-V def2-TZVPD RIJCOSX def2/J DEFGRID3
* xyz -1 1
C 0.43982 -0.48705 0.87649
H -0.48850 -1.51329 2.51133
H -0.72462 0.18935 2.56325
H 0.48729 -1.31426 0.18276
C 0.57157 1.06504 -1.10995
C -0.75354 -0.66783 1.82166
H 0.29556 1.61842 0.77551
H -1.06160 0.41626 -1.96296
H 1.37047 -0.53229 1.47479
N 0.39431 0.79600 0.20142
H 0.27644 0.09467 -3.11857
H -0.01209 -0.98304 -1.77050
C -0.02881 0.05437 -2.07680
O -1.90355 -0.80800 1.15846
O 1.13724 2.07164 -1.52690
*
```

SMILES = CC(=O)NCC[O-]
F_max = 1.69 eV/A
energy above the lowest of the compared OMol25 structures with the same formula, charge and spin = 2.127 eV
LUMO level = 4.0 eV